Record 1
{"formula": "C20H24N3S", "method": "ωB97M-V/def2-TZVPD", "e_above_lowest_kcal_mol": 5.4, "fmax_ha_per_bohr": 0.024, "homo_lumo_gap_ev": 9.2264, "total_charge": 1, "multiplicity": 1, "species": ["C", "N", "C", "C", "C", "C", "C", "C", "C", "C", "C", "H", "H", "H", "H", "H", "H", "H", "H", "H", "H", "H", "H", "H", "H", "C", "C", "C", "C", "C", "C", "S", "C", "N", "C", "C", "C", "N", "H", "H", "H", "H", "H", "H", "H", "H", "H", "H"], "positions_angstrom": [[3.87404, 0.36642, 2.30028], [2.47385, 0.06217, 2.05834], [2.29441, -1.28558, 1.53921], [1.48306, 0.92972, 2.51949], [0.03382, 0.51710, 2.29401], [-0.34798, -0.77562, 2.66407], [-1.57044, -1.29414, 2.22448], [-2.53960, -0.45129, 1.66521], [-3.94289, -0.93261, 1.42351], [-2.22982, 0.89227, 1.48442], [-0.93362, 1.36518, 1.71064], [4.42544, -0.53886, 2.05746], [4.24070, 1.16297, 1.63836], [4.07242, 0.60498, 3.35278], [3.28143, -1.59157, 1.16728], [2.06456, -1.99035, 2.35898], [1.60036, -1.37863, 0.69141], [1.62746, 1.94434, 2.12781], [0.32880, -1.32896, 3.30863], [-1.76758, -2.36239, 2.33243], [-4.55681, -0.12250, 1.01335], [-4.00162, -1.77255, 0.72163], [-4.41859, -1.27382, 2.35660], [-3.00164, 1.57394, 1.10296], [-0.69909, 2.40707, 1.46813], [4.83185, 5.92282, 6.70767], [4.04017, 4.77794, 6.90535], [3.62202, 4.05227, 5.78050], [3.94904, 4.47385, 4.49632], [4.73897, 5.60149, 4.29321], [5.16860, 6.33190, 5.41082], [3.25972, 3.43215, 3.25969], [2.57102, 2.42522, 4.48792], [1.83454, 1.35477, 4.22237], [1.45490, 0.51705, 5.37796], [1.18447, 1.35110, 6.58948], [2.35091, 2.23412, 6.96616], [2.83492, 2.88991, 5.74149], [5.19821, 6.51250, 7.54304], [3.74654, 4.48430, 7.91363], [5.00535, 5.85272, 3.26495], [5.77856, 7.21906, 5.24241], [0.58671, -0.06634, 5.06697], [2.28246, -0.18384, 5.58319], [0.33202, 1.98845, 6.39298], [0.91015, 0.73269, 7.43862], [2.04004, 2.99823, 7.69397], [3.16907, 1.65932, 7.43293]], "atomic_forces_ev_per_a": [[0.087, 0.219, -0.148], [-0.265, 0.151, 0.095], [0.118, -0.803, 0.288], [0.307, 0.354, -0.033], [0.149, 0.195, 0.574], [-0.450, 0.111, -0.462], [0.343, 0.071, 0.382], [-0.017, -0.147, 0.450], [-0.402, -0.126, -0.156], [0.421, 0.371, -0.317], [0.382, -0.105, 0.278], [0.241, 0.301, 0.176], [-0.031, -0.011, 0.303], [-0.005, 0.059, -0.243], [-0.541, 0.023, -0.095], [-0.154, 0.011, -0.604], [-0.048, 0.184, 0.559], [0.030, -0.059, 0.292], [-0.176, -0.367, -0.488], [-0.135, 0.346, 0.263], [0.108, -0.198, 0.098], [0.178, 0.126, 0.096], [0.235, 0.151, -0.243], [0.430, -0.295, 0.160], [0.038, -0.404, 0.078], [-0.316, -0.374, -0.591], [0.133, 0.143, -0.161], [0.065, 0.335, -0.016], [0.404, 0.527, 0.165], [-0.094, -0.133, 0.107], [-0.048, -0.324, -0.464], [0.225, 0.427, 0.259], [-0.976, -0.551, 0.297], [0.091, 0.335, -0.348], [0.576, -0.567, -0.941], [-0.523, 0.348, 0.524], [0.317, -0.129, 0.012], [0.078, -0.194, 0.177], [-0.208, -0.224, -0.019], [0.166, -0.004, -0.309], [0.015, 0.262, 0.421], [-0.145, -0.251, 0.167], [0.016, 0.105, 0.224], [-0.228, 0.061, -0.102], [-0.329, 0.187, -0.095], [0.038, -0.180, 0.053], [0.078, -0.149, -0.390], [-0.178, 0.193, -0.273]]}



Record 2
{"formula": "C20H25AsF6N2O3PtSb", "method": "ωB97M-V/def2-TZVPD", "fmax_ha_per_bohr": 0.063, "homo_lumo_gap_ev": [4.9082, 4.9071], "s_squared": 0.765, "multiplicity": 2, "species": ["Pt", "O", "C", "C", "C", "C", "C", "C", "C", "O", "N", "N", "C", "C", "C", "C", "C", "C", "C", "O", "H", "H", "H", "H", "H", "H", "H", "H", "H", "H", "F", "Sb", "F", "F", "F", "F", "F", "C", "C", "As", "C", "C", "C", "C", "H", "H", "H", "H", "H", "H", "H", "H", "H", "H", "H", "H", "H", "H", "H"], "positions_angstrom": [[-0.02310, -0.49080, 0.27350], [-1.93690, 2.71840, 4.17580], [-2.53260, 3.16710, 3.06770], [-3.65640, 3.98670, 3.21400], [-4.31400, 4.48670, 2.11250], [-3.84610, 4.21140, 0.82950], [-2.74220, 3.40640, 0.66570], [-2.08090, 2.85400, 1.76720], [-1.02030, 1.88550, 1.49400], [-0.73460, 1.57280, 0.31030], [-0.37810, 1.33510, 2.55100], [0.48510, 0.39640, 2.23210], [1.26530, -0.17200, 3.09850], [2.27720, -1.11970, 2.78410], [2.93980, -1.74550, 3.85650], [3.95360, -2.64800, 3.66210], [4.38360, -2.93650, 2.35840], [3.78900, -2.33660, 1.28590], [2.69880, -1.42460, 1.43380], [2.17920, -0.94130, 0.38000], [-1.20310, 2.11660, 3.92140], [-4.00140, 4.19210, 4.21480], [-5.19730, 5.09320, 2.24370], [-4.35330, 4.60830, -0.03400], [-2.38150, 3.15300, -0.31880], [1.17410, 0.12680, 4.14230], [2.61640, -1.50720, 4.85690], [4.42570, -3.12830, 4.50290], [5.18240, -3.64820, 2.20450], [4.11190, -2.54330, 0.27490], [-2.61600, -0.62010, 0.17730], [-4.49470, -0.08950, -0.17650], [-3.79840, 1.28480, -1.28100], [-6.26290, 0.44690, -0.52920], [-4.36830, 0.92660, 1.42430], [-4.99230, -1.60070, 0.89040], [-4.39310, -1.31660, -1.64900], [1.06810, -4.60860, 1.10690], [0.62850, -4.15720, -0.28160], [-0.74750, -2.72120, -0.25740], [-2.08910, -3.38650, 1.02170], [-1.84590, -2.76630, 2.39540], [-1.53120, -2.90540, -2.05950], [-2.45010, -4.11410, -2.18500], [1.88930, -5.32110, 1.02650], [0.25210, -5.09060, 1.64470], [1.42040, -3.75700, 1.69030], [0.24110, -5.00890, -0.84980], [1.49200, -3.75690, -0.82230], [-2.04320, -4.48120, 1.06270], [-3.08040, -3.09640, 0.66930], [-0.84670, -3.00180, 2.77280], [-2.58640, -3.11790, 3.10990], [-1.94280, -1.68030, 2.32410], [-0.69830, -2.96800, -2.76970], [-2.09200, -1.99290, -2.27440], [-1.93320, -5.04010, -1.92670], [-2.81320, -4.19460, -3.20770], [-3.31570, -3.99720, -1.53590]], "atomic_forces_ev_per_a": [[1.990, 0.644, 0.531], [0.124, -0.212, 0.411], [-0.055, 0.134, -0.573], [0.165, -0.169, 0.119], [0.233, -0.115, -0.101], [0.080, 0.016, -0.089], [-0.093, 0.083, 0.084], [-0.016, 0.139, 0.084], [0.017, -0.002, 1.777], [0.475, -1.391, -1.176], [-0.462, 1.172, 0.292], [-0.401, -1.391, -1.106], [-0.105, 0.277, -0.099], [0.514, -0.095, -0.880], [0.116, -0.150, -0.070], [-0.121, 0.084, 0.006], [-0.003, 0.124, 0.096], [-0.460, 0.048, -0.264], [0.491, -1.074, 2.147], [-2.521, 1.229, -1.601], [-0.134, 0.152, -0.030], [-0.028, 0.025, 0.124], [-0.068, 0.072, 0.046], [-0.081, 0.041, -0.110], [-0.055, -0.010, -0.064], [-0.164, 0.074, -0.090], [-0.035, 0.042, 0.199], [0.033, -0.047, 0.130], [0.093, 0.031, -0.035], [-0.006, -0.034, -0.052], [-0.122, 0.118, -0.113], [0.350, -0.456, 0.251], [-0.165, -0.301, 0.300], [0.318, -0.205, 0.077], [-0.104, -0.239, -0.595], [0.111, 0.442, -0.334], [-0.058, 0.429, 0.364], [-0.132, 0.183, 0.002], [0.135, 0.440, 0.085], [-0.113, -1.242, -0.239], [0.041, 0.278, 0.159], [0.142, 0.158, -0.103], [0.101, 0.462, -0.106], [0.109, 0.021, 0.378], [-0.006, -0.005, 0.017], [0.010, 0.004, 0.058], [0.008, -0.104, 0.111], [-0.161, 0.267, -0.050], [-0.165, 0.025, -0.053], [0.181, 0.183, -0.210], [0.147, 0.036, -0.148], [-0.072, 0.000, 0.065], [-0.028, -0.060, 0.042], [-0.021, -0.074, 0.100], [-0.016, 0.065, 0.229], [0.084, -0.025, 0.117], [-0.066, -0.053, -0.043], [0.028, 0.011, -0.048], [-0.058, -0.056, -0.021]]}



Record 3
{"formula": "C20H25F2FeN6O6Si", "method": "ωB97M-V/def2-TZVPD", "e_above_lowest_kcal_mol": 6.4, "fmax_ha_per_bohr": 0.074, "homo_lumo_gap_ev": [6.7113, 6.6236], "total_charge": -1, "s_squared": 6.014, "multiplicity": 5, "species": ["Fe", "N", "C", "C", "O", "O", "H", "H", "H", "H", "C", "Si", "C", "C", "N", "C", "C", "C", "C", "C", "C", "F", "H", "H", "H", "H", "H", "H", "H", "H", "H", "H", "H", "H", "H", "F", "C", "C", "N", "C", "C", "O", "O", "C", "O", "N", "C", "O", "H", "H", "H", "H", "N", "C", "C", "C", "N", "H", "H", "H", "H"], "positions_angstrom": [[0.75481, 0.66000, 0.61260], [1.09204, 0.63664, 2.79016], [2.00531, 1.68274, 3.25477], [2.70506, 2.25741, 1.99195], [3.73232, 2.92744, 2.21838], [2.11188, 2.01643, 0.82397], [0.23023, 0.71331, 3.33180], [1.46057, -0.27852, 2.99821], [2.76615, 1.31456, 4.01555], [1.43419, 2.45563, 3.69267], [1.51875, -0.87179, -3.73602], [0.24605, 0.29739, -2.79887], [-1.05570, -0.90654, -2.27497], [-0.24880, 1.70892, -3.98407], [0.88618, 1.17227, -1.43110], [1.49504, 2.40147, -1.72115], [2.71723, 2.45621, -2.42109], [3.43686, 3.64971, -2.54112], [2.89514, 4.87719, -2.34179], [1.57436, 4.88406, -1.76137], [0.97519, 3.74439, -1.45726], [-0.30156, 3.96319, -0.87267], [2.39445, -1.16601, -3.18957], [1.75830, -0.45755, -4.67173], [1.00487, -1.79169, -4.02324], [-1.00414, -1.71961, -3.00436], [-1.96174, -0.36916, -2.35752], [-1.01085, -1.27645, -1.27617], [-0.95292, 1.21348, -4.65917], [0.66542, 2.07681, -4.53258], [-0.75300, 2.59093, -3.55981], [3.12864, 1.46974, -2.68993], [4.49617, 3.56273, -2.82038], [3.47722, 5.82073, -2.37820], [1.09544, 5.82015, -1.53225], [-3.47270, -3.14538, 3.95597], [-2.80117, -3.91314, 3.03209], [-1.47961, -3.71571, 2.87849], [-0.83794, -4.08759, 1.69248], [0.56693, -3.63023, 1.34781], [0.63763, -2.16981, 1.73146], [0.98190, -1.96504, 2.91272], [0.21969, -1.32080, 0.82555], [-1.25383, -5.31032, 1.15066], [-0.69046, -5.86350, 0.22623], [-2.47325, -5.83712, 1.71828], [-3.44424, -5.08062, 2.36708], [-4.63266, -5.21402, 2.38400], [-0.90300, -3.04013, 3.53083], [0.62455, -3.80030, 0.28507], [1.23439, -4.35519, 1.83662], [-2.78792, -6.56122, 1.09767], [-2.04436, 1.92531, 0.23045], [-3.32081, 1.87226, 0.58809], [-3.43776, 0.93312, 1.62765], [-2.19353, 0.39699, 1.77795], [-1.27534, 1.03944, 0.95654], [-1.65643, 2.43773, -0.53277], [-4.05702, 2.50157, 0.12475], [-4.37192, 0.69214, 2.04931], [-1.90028, -0.32466, 2.51137]], "atomic_forces_ev_per_a": [[0.046, 0.346, -0.984], [-0.364, 0.760, 1.230], [1.199, -1.277, -1.015], [0.818, 0.886, -0.339], [-1.502, -0.910, -0.965], [2.164, 1.094, 2.917], [0.148, -0.319, -0.292], [-0.132, -0.325, 0.034], [-0.819, 0.509, -1.035], [-0.458, 1.074, 0.537], [-1.734, 0.031, 0.702], [2.264, 0.852, 0.972], [0.380, 0.072, -0.874], [0.244, -0.533, -0.616], [-0.747, 0.253, -0.202], [-0.178, 0.634, -0.574], [-0.534, -0.346, 1.174], [1.370, -0.920, -1.189], [-1.286, 0.996, 1.603], [2.590, 1.764, -1.240], [-1.529, -2.528, 0.522], [0.755, -1.032, -0.309], [0.490, 0.137, 0.355], [0.841, 0.843, -1.249], [-0.133, -0.179, 0.233], [-0.403, -0.043, 0.209], [-1.499, 0.333, -0.213], [0.424, -0.306, 0.739], [0.035, 0.369, -0.578], [-1.003, -0.477, 0.401], [0.198, -0.445, 0.174], [0.081, 0.688, 0.199], [-0.462, 0.106, -0.176], [-0.472, -0.827, -0.187], [-0.182, 0.131, 0.084], [0.329, -1.259, -0.702], [0.866, -0.242, 0.938], [-0.041, 1.836, -0.403], [0.199, -2.146, 0.643], [-1.538, -1.443, -0.144], [-0.449, 1.248, -0.848], [-0.091, -0.192, -0.638], [1.114, -2.321, 1.993], [-0.216, 0.946, -0.119], [-0.445, -0.023, 0.764], [0.859, 0.250, -1.110], [0.805, 2.791, 0.439], [-0.851, -1.431, -0.223], [-0.454, -0.139, -0.514], [0.121, 0.193, -0.344], [0.197, 0.821, 0.114], [-0.432, -0.357, 0.014], [0.355, -1.678, 1.490], [-0.039, -0.392, 0.755], [-0.695, 1.268, -1.844], [2.152, 1.477, -0.903], [-2.890, -0.279, 0.343], [0.809, 0.366, -0.296], [-0.101, 0.051, -0.080], [-0.616, -0.435, 0.689], [0.444, -0.320, -0.066]]}



Record 4
{"formula": "C20H25F4IrN3O7S", "method": "ωB97M-V/def2-TZVPD", "fmax_ha_per_bohr": 0.078, "homo_lumo_gap_ev": [7.0946, 7.0960], "total_charge": 1, "multiplicity": 1, "species": ["Ir", "C", "C", "N", "C", "C", "C", "O", "O", "C", "O", "C", "C", "C", "F", "C", "C", "C", "N", "C", "C", "N", "C", "C", "H", "H", "H", "H", "H", "H", "H", "H", "H", "H", "H", "H", "H", "H", "H", "H", "H", "H", "F", "C", "F", "F", "S", "O", "O", "O", "C", "C", "C", "O", "H", "H", "H", "H", "H", "H", "H"], "positions_angstrom": [[-0.35350, 0.39180, -0.03460], [4.48170, -1.59670, 5.97970], [4.01920, -0.18290, 5.63290], [2.90860, -0.19690, 4.69060], [3.18620, -0.05290, 3.37470], [2.27080, -0.12720, 2.36840], [2.76510, 0.20430, 0.93990], [3.96960, 0.28880, 0.80330], [1.88550, 0.40390, 0.05390], [0.90490, -0.43360, 2.66530], [0.00590, -0.71540, 1.84640], [0.59400, -0.43160, 4.09350], [-0.74330, -0.48450, 4.48690], [-1.09420, -0.45500, 5.80940], [-2.41200, -0.43920, 6.11090], [-0.12710, -0.43040, 6.83020], [1.20660, -0.39440, 6.42880], [1.59540, -0.34510, 5.08210], [-0.45070, -0.50530, 8.18790], [-1.81640, -0.73470, 8.63280], [-1.78550, -1.15580, 10.11130], [-0.48130, -1.81760, 10.35680], [0.63280, -0.82500, 10.30930], [0.30560, 0.19330, 9.20010], [5.30940, -1.55680, 6.68330], [4.82580, -2.10190, 5.08250], [3.67330, -2.18120, 6.41370], [4.84410, 0.36600, 5.17340], [3.73350, 0.35900, 6.53710], [4.21580, 0.14220, 3.10350], [-1.50150, -0.49810, 3.72230], [1.97170, -0.39130, 7.18610], [-2.25480, -1.53620, 8.03630], [-2.45340, 0.15360, 8.52480], [-2.60480, -1.84290, 10.31980], [-1.87930, -0.30520, 10.78750], [-0.34050, -2.49200, 9.59360], [-0.47540, -2.32960, 11.24390], [1.56040, -1.35990, 10.09540], [0.72500, -0.33320, 11.27850], [1.22240, 0.61760, 8.80060], [-0.28070, 1.02730, 9.60620], [-2.21910, -2.44990, -2.99600], [-2.33290, -2.08060, -1.72860], [-3.28110, -2.81800, -1.15940], [-1.17100, -2.34470, -1.10830], [-2.61390, -0.24500, -1.48750], [-1.37370, 0.33650, -2.02580], [-3.82020, 0.10960, -2.14260], [-2.59160, -0.16120, -0.02330], [0.09730, 4.62290, 1.24670], [0.32450, 3.38720, 0.35470], [-0.21530, 3.61010, -1.07080], [-0.18110, 2.28200, 0.95880], [0.67100, 5.46190, 0.86470], [0.40140, 4.40350, 2.26740], [-0.95700, 4.88610, 1.25510], [1.42500, 3.24660, 0.24790], [-1.27100, 3.86480, -1.02760], [-0.10290, 2.69570, -1.65420], [0.32580, 4.41490, -1.56000]], "atomic_forces_ev_per_a": [[1.827, -0.093, 3.224], [-0.072, 0.247, -0.063], [0.400, -0.276, 0.418], [-0.068, 0.195, -0.424], [-0.235, -0.016, 0.069], [-0.752, 0.224, -0.835], [0.053, -0.365, 1.825], [0.097, 0.050, -0.336], [-2.394, 0.415, -2.047], [1.654, 0.449, 1.089], [-1.217, 1.280, -1.638], [0.076, -0.223, -0.070], [-0.009, 0.049, 0.382], [0.085, 0.004, -0.465], [0.040, 0.052, 0.032], [0.403, -0.108, -0.538], [-0.039, 0.095, 0.139], [-0.517, -0.012, -0.129], [-0.188, -0.111, 0.189], [-0.248, -0.053, -0.140], [-0.687, 0.348, -0.217], [0.071, -0.541, 0.163], [0.585, 0.668, -0.152], [0.103, -0.018, 0.131], [0.045, -0.007, 0.077], [0.030, -0.110, -0.096], [-0.058, -0.071, 0.052], [-0.206, 0.017, 0.027], [-0.008, 0.086, -0.176], [0.043, -0.033, -0.007], [-0.190, -0.050, -0.088], [0.076, -0.069, 0.105], [0.023, 0.104, 0.115], [0.027, -0.152, 0.076], [0.156, -0.051, 0.076], [0.173, -0.120, 0.023], [0.049, 0.086, 0.230], [0.006, 0.056, -0.181], [-0.171, -0.052, 0.046], [-0.115, -0.170, 0.017], [-0.025, -0.039, 0.044], [0.066, -0.006, -0.009], [-0.067, 0.402, 0.085], [-0.027, -0.121, -0.096], [-0.008, 0.391, 0.012], [0.297, -0.010, 0.163], [-1.663, -1.137, -1.440], [1.317, 0.849, 0.357], [0.200, -0.068, 0.133], [1.726, 0.961, 0.884], [-0.283, -0.738, -0.063], [1.833, 0.970, -1.861], [-0.081, -0.129, 0.661], [-1.831, -3.554, 0.444], [0.095, 0.034, -0.064], [0.105, 0.046, 0.077], [-0.159, 0.055, 0.006], [-0.274, 0.222, 0.036], [-0.205, 0.035, -0.063], [0.078, 0.065, -0.129], [0.061, 0.046, -0.080]]}